No. 1
This record from OMol25 describes 8 unconnected molecules or ions with the total composition C58H61BFNO19S at a distorted geometry. The level of theory is the ωB97M-V functional and the def2-TZVPD basis.

ORCA input file:
```
! RIJCOSX wB97M-V def2-TZVPD def2/J DEFGRID3
* xyz 0 1
C 3.52245 -2.29262 -0.49620
C 2.45818 -1.37622 0.12398
C 1.12383 -1.49799 -0.58068
F 0.87420 -2.87544 -0.77648
C -0.10050 -0.86558 0.11652
C 0.22604 0.03762 1.29108
O 0.67179 1.32189 0.82612
S -0.38407 2.55346 0.89391
O -1.02973 2.47676 2.19603
O -1.51193 2.18734 -0.17631
C -1.99527 0.84091 -0.43543
B -3.07077 0.39008 0.66756
O -3.07975 -0.84301 1.27572
N -4.12789 1.35240 1.01366
C -4.17406 1.49361 2.48707
C -5.43161 0.83856 0.55294
C -0.95017 -0.13883 -0.96002
C -1.47731 -1.22251 -1.94015
C -2.78382 -1.00544 -2.71072
C -4.02754 -1.69303 -2.12514
C -3.94078 -3.23058 -2.01782
C -4.31075 -3.72543 -0.59263
C -3.10455 -4.28199 0.16423
O -3.21404 -3.96768 1.54220
C -1.97822 -4.01628 2.22783
H 3.45523 -3.29377 -0.07654
H 4.50699 -1.92410 -0.20151
H 3.46847 -2.32046 -1.58523
H 2.33301 -1.71728 1.15522
H 2.80199 -0.34217 0.17912
H 1.24154 -1.09196 -1.59129
H -0.67101 -1.70935 0.51719
H 1.02863 -0.36737 1.90440
H -0.63363 0.11286 1.95868
H -2.66141 1.02572 -1.28725
H -2.84988 -1.59788 0.72226
H -4.86139 0.76804 2.93913
H -4.53719 2.48951 2.75262
H -3.19050 1.35444 2.93386
H -5.56086 -0.23392 0.75303
H -6.21573 1.35927 1.10549
H -5.56348 1.05743 -0.50849
H -0.21248 0.45880 -1.50884
H -0.69457 -1.39626 -2.67939
H -1.54706 -2.17123 -1.40272
H -2.64929 -1.46097 -3.69275
H -3.01673 0.03844 -2.93399
H -4.34581 -1.23417 -1.18569
H -4.82051 -1.47281 -2.84758
H -4.56450 -3.72313 -2.75848
H -2.92358 -3.57587 -2.19988
H -5.06653 -4.50664 -0.69510
H -4.73280 -2.91803 0.00768
H -2.17973 -3.82829 -0.22338
H -3.01740 -5.36666 0.01580
H -2.13101 -4.42511 3.22664
H -1.24828 -4.64682 1.71147
H -1.56176 -3.00716 2.32949
C -4.38363 6.96333 -1.71692
C -3.81213 5.77624 -1.89634
C -2.67502 5.33127 -1.05040
O -2.15175 4.25130 -1.21054
C -2.20659 6.26111 0.00934
C -2.78007 7.44733 0.18990
C -3.91187 7.88995 -0.65909
O -4.43401 8.97541 -0.49836
H -5.21154 7.30632 -2.32481
H -4.13922 5.08179 -2.65951
H -1.38006 5.91487 0.61727
H -2.45580 8.14220 0.95400
C -0.20828 -4.07740 -7.23166
C -1.12713 -3.82241 -6.30427
C -0.75533 -3.70295 -4.87459
O -1.58625 -3.47114 -4.01909
C 0.67295 -3.87421 -4.51024
C 1.59184 -4.12930 -5.43791
C 1.22447 -4.25039 -6.87258
O 2.05888 -4.48051 -7.71914
H -0.45075 -4.17062 -8.28255
H -2.17584 -3.69142 -6.54040
H 0.91135 -3.77944 -3.45638
H 2.63997 -4.25968 -5.20032
C -2.65223 -7.69157 -3.47653
C -3.44979 -6.63179 -3.37391
C -4.92859 -6.77440 -3.42870
O -5.65010 -5.80438 -3.33584
C -5.48264 -8.14011 -3.60122
C -4.68391 -9.19874 -3.70403
C -3.20541 -9.05916 -3.64909
O -2.47940 -10.02459 -3.74133
H -1.57260 -7.61493 -3.43971
H -3.07020 -5.62432 -3.24822
H -6.56187 -8.21726 -3.63743
H -5.06306 -10.20475 -3.83085
C 4.38726 1.01232 2.68972
C 5.06820 2.14458 2.55057
C 6.53062 2.14165 2.31842
O 7.15227 3.17925 2.20778
C 7.21085 0.82455 2.23719
C 6.53474 -0.31499 2.36949
C 5.06653 -0.30544 2.60656
O 4.44119 -1.33774 2.72522
H 3.31981 0.99394 2.86619
H 4.59315 3.11589 2.60760
H 8.28009 0.85028 2.06577
H 7.00914 -1.28602 2.31662
C 4.77119 3.20292 8.62618
C 4.08987 2.51884 7.71144
C 4.44541 2.58802 6.27093
O 3.81784 1.96064 5.44372
C 5.59372 3.45090 5.89028
C 6.27516 4.13464 6.80547
C 5.91929 4.06494 8.24624
O 6.54227 4.68637 9.07857
H 4.52912 3.16805 9.68075
H 3.25032 1.88382 7.96416
H 5.84333 3.49420 4.83760
H 7.11418 4.76956 6.55057
C -2.76082 9.89731 -6.10301
C -3.41628 11.02397 -6.36774
C -4.30483 11.65616 -5.35756
O -4.90203 12.68156 -5.60253
C -4.43184 10.98221 -4.04047
C -3.77598 9.85540 -3.77720
C -2.88889 9.22507 -4.78517
O -2.29042 8.19841 -4.54121
H -2.10883 9.41860 -6.82263
H -3.33894 11.53344 -7.31982
H -5.08262 11.45778 -3.31766
H -3.85462 9.35492 -2.82400
C 8.66517 -2.47615 6.47161
C 8.16826 -2.29416 5.25158
C 7.91140 -3.44267 4.34602
O 7.45925 -3.27823 3.23231
C 8.22703 -4.80082 4.85333
C 8.72414 -4.98337 6.07336
C 8.98231 -3.83575 6.98036
O 9.43311 -4.00079 8.09216
H 8.86180 -1.65557 7.14986
H 7.92890 -1.31248 4.86169
H 8.02942 -5.62090 4.17498
H 8.96299 -5.96388 6.46490
*
```

Computed properties:
Molar mass   1138.0 g mol⁻¹
LUMO   -0.0672 Eh
Calculated total energy   -4253.6801 a.u.

***

No. 2
This record from OMol25 describes a molecular structure, C58H67BrIN2O2PRuSSe at a distorted geometry. The level of theory is the ωB97M-V functional and the def2-TZVPD basis.

ORCA input file:
```
! RIJCOSX wB97M-V def2-TZVPD def2/J DEFGRID3
* xyz 1 2
Ru -0.30461 -0.13900 -1.12964
C -1.67767 4.41781 4.98928
C -0.65508 3.27347 4.95591
C 0.68424 3.76878 5.52040
C -1.16041 2.14125 5.85114
C -0.46507 2.80960 3.51477
C -0.81817 1.54850 3.07426
C -0.59409 1.22464 1.74740
Se -0.73042 -0.60209 1.17259
C 1.11386 -0.90681 1.61487
C 1.47790 -1.16828 2.92684
C 2.82268 -1.25162 3.23376
C 3.72993 -1.05922 2.18360
C 3.38830 -0.80148 0.86450
C 2.00825 -0.74424 0.57092
O 1.57251 -0.58312 -0.68837
C 4.44840 -0.60871 -0.21912
C 4.21153 0.72293 -0.94976
C 5.86688 -0.56703 0.35420
C 4.37070 -1.78506 -1.20396
C 3.34018 -1.53169 4.64225
C 2.19876 -1.62991 5.65483
C 4.27618 -0.39713 5.08311
C 4.11056 -2.85961 4.64159
C -0.05135 2.08218 0.80138
O 0.12565 1.66016 -0.45545
C 0.32109 3.37952 1.23715
C 0.09483 3.67871 2.57279
C 0.89106 4.42349 0.28001
C 1.36545 5.68522 1.00667
C -0.23598 4.81375 -0.67994
C 2.09213 3.87233 -0.50214
H -1.82414 4.76633 6.01451
H -2.64249 4.08787 4.59790
H -1.34384 5.26689 4.39009
H 0.56816 4.04633 6.57045
H 1.05199 4.64552 4.98577
H 1.44700 2.98964 5.45421
H -1.25195 2.49976 6.87771
H -0.46980 1.29379 5.85529
H -2.14494 1.78526 5.53890
H -1.23937 0.80902 3.74354
H 0.71262 -1.27107 3.68600
H 4.78233 -1.11280 2.42436
H 4.31346 1.56093 -0.25615
H 3.22132 0.77038 -1.39745
H 4.95612 0.84507 -1.74075
H 5.99165 0.23566 1.08471
H 6.56621 -0.38247 -0.46322
H 6.15326 -1.51244 0.82010
H 3.37639 -1.86952 -1.64066
H 4.60358 -2.72474 -0.69670
H 5.08918 -1.64697 -2.01645
H 1.62852 -0.69906 5.70893
H 2.60678 -1.82664 6.64752
H 1.51071 -2.44446 5.41552
H 3.76019 0.56515 5.05393
H 5.15732 -0.32630 4.44399
H 4.62097 -0.57008 6.10512
H 3.46659 -3.68251 4.32204
H 4.47901 -3.08539 5.64506
H 4.96920 -2.82320 3.96879
H 0.37604 4.66263 2.91857
H 0.54647 6.21783 1.49428
H 1.80293 6.36541 0.27377
H 2.13138 5.46337 1.75355
H -1.09742 5.19374 -0.12419
H -0.55156 3.95074 -1.25760
H 0.09796 5.58962 -1.37393
H 2.91020 3.62414 0.17904
H 2.45274 4.63735 -1.19402
H 1.83762 2.98147 -1.06951
Br -2.36627 3.34279 -3.38413
C -3.99404 3.61525 -2.48134
C -4.84152 4.60423 -2.97848
C -6.05098 4.87299 -2.36730
C -6.42983 4.15759 -1.23766
C -5.59482 3.17600 -0.73646
C -4.37743 2.89361 -1.35782
I -3.25359 1.37249 -0.44184
H -4.52991 5.16422 -3.84984
H -6.69389 5.64381 -2.77123
H -7.36691 4.36780 -0.73992
H -5.88010 2.62953 0.15241
C -5.30287 -2.79617 -1.50573
C -4.92266 -1.59027 -2.29291
C -5.80775 -0.66842 -2.77928
C -5.30275 0.40577 -3.52650
N -4.00059 0.56899 -3.73745
C -3.14560 -0.31267 -3.24352
S -1.44131 -0.14494 -3.44548
N -3.61293 -1.38953 -2.55637
C -6.21639 1.44650 -4.08032
H -6.33606 -2.71884 -1.17801
H -4.65855 -2.91039 -0.63270
H -5.19242 -3.69019 -2.12154
H -6.86721 -0.77866 -2.59897
H -2.92783 -2.07022 -2.24076
H -7.14388 1.00458 -4.44328
H -5.71778 1.99369 -4.87710
H -6.47239 2.15555 -3.28556
C 1.68495 -6.11837 0.38436
C 1.39332 -4.93142 1.02977
C 0.89486 -3.85365 0.30772
C 0.69706 -3.92273 -1.06350
C 0.93631 -5.15507 -1.68899
C 1.43373 -6.23175 -0.97812
P 0.06875 -2.48524 -2.03309
C 1.32637 -2.11837 -3.33360
C 1.73776 -0.80807 -3.57181
C 2.67068 -0.50828 -4.55179
C 3.22352 -1.52125 -5.31809
C 2.82764 -2.83218 -5.09876
C 1.88977 -3.12334 -4.12097
C -1.23133 -3.40574 -2.96556
C -1.42193 -3.28898 -4.34180
C -2.42924 -4.00166 -4.97640
C -3.26215 -4.84231 -4.24896
C -3.08564 -4.96576 -2.87789
C -2.07994 -4.25001 -2.24227
H 2.07947 -6.96157 0.93676
H 1.55056 -4.82781 2.09631
H 0.65622 -2.95476 0.84120
H 0.69194 -5.30410 -2.72943
H 1.61391 -7.16986 -1.48794
H 1.37402 0.02130 -2.98191
H 2.97233 0.52064 -4.70072
H 3.95847 -1.29148 -6.07864
H 3.24895 -3.63540 -5.68919
H 1.60730 -4.15366 -3.98647
H -0.77696 -2.64451 -4.92312
H -2.55595 -3.90729 -6.04737
H -4.03406 -5.41006 -4.75314
H -3.71724 -5.63132 -2.30202
H -1.93582 -4.37464 -1.17437
*
```

Computed properties:
<S²>   0.764
Molar mass   1274.1 g mol⁻¹
ΔE to the lowest compared entry with this formula, charge and spin   153.4 kJ/mol
LUMO (alpha / beta)   -0.1264 / -0.1292 Eh
Calculated total energy   -8617.7502 a.u.

***

No. 3
This record from OMol25 describes a molecular structure, C58H68BInN5O4PSe2 at a distorted geometry. The level of theory is the ωB97M-V functional and the def2-TZVPD basis.

ORCA input file:
```
! RIJCOSX wB97M-V def2-TZVPD def2/J DEFGRID3
* xyz 0 1
In 0.31769 -1.60065 0.90969
C 6.71543 3.86786 1.49909
C 6.48548 3.73610 0.01630
C 7.19448 4.50160 -0.89934
C 6.96423 4.40989 -2.26725
C 5.95678 3.57485 -2.72527
C 5.23048 2.80010 -1.82707
C 5.52603 2.83230 -0.46212
N 4.88018 2.00872 0.48901
C 4.04839 0.90117 0.23655
N 4.58049 0.02003 -0.67049
C 4.06493 -1.18606 -1.22295
C 3.36381 -2.13381 -0.46183
C 2.77840 -3.23926 -1.07523
C 2.99622 -3.45999 -2.42684
C 3.78835 -2.58461 -3.15947
C 4.31897 -1.44044 -2.57114
C 5.11812 -0.46241 -3.39932
N 2.90076 0.76730 0.77988
C 2.31684 1.80431 1.50826
C 2.63159 2.23399 2.73424
C 1.87913 3.35268 3.34515
C 0.93147 4.04959 2.71016
C 0.47481 3.69266 1.32098
C 1.10541 2.36671 0.81272
C 1.33547 2.40426 -0.69750
H 7.48696 4.60780 1.70411
H 7.02179 2.91479 1.94241
H 5.80217 4.18862 2.01427
H 7.95185 5.18777 -0.52927
H 7.55453 4.99372 -2.96291
H 5.71765 3.52835 -3.78227
H 4.41378 2.18306 -2.18168
H 4.66622 2.44739 1.36867
H 5.45253 0.32660 -1.06040
H 2.21365 -3.92068 -0.45483
H 2.57409 -4.33808 -2.90542
H 3.97897 -2.77337 -4.21035
H 5.34325 -0.89521 -4.37245
H 6.07144 -0.19141 -2.93305
H 4.56175 0.46434 -3.56450
H 3.43954 1.76834 3.29457
H 2.15695 3.63933 4.35767
H 0.45531 4.90289 3.19016
H 0.58909 4.54076 0.63837
H 0.52604 2.90983 -1.21966
H 1.46015 1.40752 -1.11356
H 2.25478 2.96900 -0.88765
Se 0.33257 -1.19469 3.54854
P -1.85323 -1.12675 3.82448
Se -3.05865 -1.48600 2.10505
C -2.27957 0.49288 4.56943
C -1.32052 1.23939 5.25286
C -1.64336 2.48733 5.77565
C -2.92283 3.00012 5.61352
C -3.88205 2.26214 4.92739
C -3.56290 1.01564 4.40350
C -2.14979 -2.32697 5.15924
C -1.62886 -2.08990 6.43039
C -1.67499 -3.08360 7.39568
C -2.23410 -4.32162 7.09439
C -2.75534 -4.55809 5.82948
C -2.71304 -3.56157 4.85937
H -0.31572 0.85067 5.35595
H -0.88896 3.06090 6.30448
H -3.16977 3.97874 6.00905
H -4.88202 2.66178 4.79014
H -4.29927 0.44661 3.84980
H -1.18229 -1.12824 6.66362
H -1.26410 -2.89932 8.38240
H -2.25954 -5.10043 7.84725
H -3.18996 -5.52293 5.59196
H -3.11504 -3.73206 3.86806
C -3.91055 -0.93858 -4.88142
C -2.41355 -0.95491 -5.23368
C -2.05713 0.32516 -6.00717
C -2.13585 -2.16875 -6.12391
C -1.56575 -0.98630 -3.96231
C -0.45347 -1.80188 -3.82708
C 0.31514 -1.72924 -2.67322
N 0.05147 -0.89733 -1.67581
C -1.03292 -0.10908 -1.77779
C -1.84967 -0.12650 -2.89361
C -1.17195 0.88340 -0.65178
C -1.88468 2.16934 -0.80941
C -1.83699 3.15220 0.10142
C -0.94455 3.00416 1.31203
C -0.20779 1.64381 1.31676
N -0.58286 0.56572 0.42662
C -2.75833 4.36323 0.03404
C -2.00252 5.64337 0.41711
C -3.36576 4.54957 -1.35652
C -3.90056 4.14054 1.04351
H -4.50615 -1.05959 -5.79150
H -4.21307 0.00359 -4.41616
H -4.16054 -1.75407 -4.19505
H -2.64883 0.38592 -6.92760
H -0.99721 0.33215 -6.27816
H -2.26063 1.21753 -5.40793
H -2.80564 -2.14743 -6.98636
H -2.30678 -3.10564 -5.58471
H -1.11079 -2.16641 -6.50385
H -0.16124 -2.49123 -4.60960
H 1.19769 -2.35358 -2.55510
H -2.71362 0.52841 -2.93384
H -2.52377 2.26811 -1.67635
H -1.51546 3.21192 2.22154
H -0.06739 1.27491 2.32119
H -1.22021 5.87493 -0.31324
H -1.53785 5.55617 1.40526
H -2.70046 6.48517 0.44738
H -2.58851 4.60187 -2.12627
H -3.93369 5.48382 -1.38348
H -4.05708 3.73892 -1.60928
H -3.53551 4.15291 2.07193
H -4.39274 3.17923 0.86956
H -4.64398 4.93793 0.93695
O 3.33262 -1.93395 0.86461
O 2.15599 -2.54652 1.43071
C -3.60773 -4.45341 -1.85431
C -2.13513 -4.47716 -1.49914
C -1.31296 -4.87985 -2.71547
O -1.73292 -3.12103 -1.16836
B -0.97900 -3.15100 -0.01572
O -0.91040 -4.41226 0.54146
C -1.78893 -5.30432 -0.20347
C -1.02740 -6.59026 -0.45495
C -2.98868 -5.57299 0.69121
H -3.74475 -3.87236 -2.76996
H -4.19668 -3.98463 -1.06460
H -3.98015 -5.46824 -2.02691
H -1.57626 -4.22336 -3.54898
H -1.50784 -5.91495 -3.00828
H -0.24391 -4.75776 -2.51560
H -0.09383 -6.40234 -0.98787
H -1.63229 -7.30137 -1.02673
H -0.77740 -7.03864 0.50941
H -3.50518 -4.64279 0.93807
H -2.62811 -6.00599 1.62667
H -3.69051 -6.27052 0.22504
*
```

Computed properties:
Molar mass   1213.7 g mol⁻¹
LUMO   -0.0114 Eh
Calculated total energy   -8184.9659 a.u.